Density functional theory data (the ωB97M-V functional and the def2-TZVPD basis) for 4 unconnected molecules or ions with the total composition H8O4.

Element x y z (Å)
1 O -0.32477 1.60105 0.22474
2 H -0.18074 1.24204 -0.62708
3 H -1.21792 1.55215 0.41022
4 O -0.81136 -1.52153 -0.26134
5 H -0.14074 -1.73479 0.35647
6 H -0.24045 -0.97415 -0.82946
7 O 0.61251 0.01784 -1.91781
8 H 0.59097 0.13299 -2.83981
9 H 1.52977 0.21092 -1.70921
10 O 0.07366 -0.04314 2.72588
11 H 0.07035 0.47736 1.91730
12 H 0.03873 -0.96075 2.55010

The value obtained for the frontier orbital gap is 11.04 eV.


Density functional theory data (the ωB97M-V functional and the def2-TZVPD basis) for 11 unconnected molecules or ions with the total composition C26H74O18.

Element x y z (Å)
1 C -3.22242 -0.58585 9.29935
2 C -3.21956 0.50279 10.37385
3 C -4.37867 0.19501 11.37122
4 O -2.06486 0.50252 11.16895
5 H -3.07776 -1.59793 9.67732
6 H -2.51493 -0.32861 8.51106
7 H -4.27049 -0.72789 9.03572
8 H -3.49472 1.43253 9.87588
9 H -5.27921 0.02652 10.78067
10 H -4.66202 1.05379 11.97974
11 H -4.40349 -0.71236 11.97467
12 H -2.03532 -0.40008 11.49458
13 C 4.91281 -1.32452 -7.42505
14 C 3.60284 -2.01145 -7.95654
15 C 3.23612 -1.42877 -9.37274
16 O 3.67777 -3.38153 -8.09055
17 H 4.71131 -0.33369 -7.01794
18 H 5.65283 -1.05216 -8.17758
19 H 5.24232 -2.02917 -6.66151
20 H 2.81329 -1.79700 -7.23630
21 H 2.15931 -1.53323 -9.50564
22 H 3.77736 -1.94454 -10.16593
23 H 3.36338 -0.34766 -9.42851
24 H 4.12387 -3.50082 -8.93218
25 C 6.93066 -3.91765 5.02422
26 C 6.99945 -4.51997 3.60790
27 C 6.85491 -6.04491 3.64974
28 O 5.87669 -3.99735 2.95826
29 H 6.55709 -4.55818 5.82314
30 H 6.40100 -2.98138 4.84829
31 H 7.93466 -3.62578 5.33226
32 H 7.97684 -4.27576 3.19175
33 H 7.72659 -6.55927 4.05434
34 H 6.74860 -6.32030 2.60047
35 H 5.93050 -6.41596 4.09232
36 H 5.56889 -3.20822 3.41008
37 C 5.35694 9.38991 0.36483
38 C 4.06410 9.40656 -0.43227
39 C 4.04978 10.47677 -1.63074
40 O 3.91178 8.14124 -1.10657
41 H 5.39699 10.44549 0.63361
42 H 6.13304 9.19581 -0.37552
43 H 5.63820 8.64771 1.11190
44 H 3.16348 9.55622 0.16320
45 H 5.02019 10.39391 -2.12018
46 H 3.76199 11.44421 -1.21924
47 H 3.33716 10.30876 -2.43823
48 H 4.81770 7.82360 -1.11206
49 O 5.99087 1.50948 9.92014
50 C 4.74085 2.10536 9.84287
51 C 4.00933 1.84729 8.54619
52 O 4.64718 2.57035 7.43876
53 H 6.31112 1.93990 9.12404
54 H 4.11953 1.81718 10.69082
55 H 4.82699 3.16852 10.06730
56 H 3.04566 2.30311 8.77348
57 H 3.83865 0.79600 8.31434
58 H 3.98094 2.56514 6.74761
59 O -4.88452 -4.81741 -3.21640
60 C -4.77454 -5.18393 -4.53034
61 C -6.12202 -5.35320 -5.30705
62 O -6.70744 -6.66352 -5.22792
63 H -5.51954 -4.11448 -3.06068
64 H -4.17910 -4.43732 -5.05583
65 H -4.23609 -6.11852 -4.37309
66 H -6.03579 -5.18350 -6.38030
67 H -6.82387 -4.64972 -4.85914
68 H -6.22694 -7.19867 -5.86380
69 O -5.19183 -0.83604 3.13623
70 C -6.20274 -1.78022 3.02367
71 C -7.32673 -1.38131 2.01665
72 O -6.72826 -1.00263 0.81022
73 H -4.79054 -0.76466 2.26705
74 H -5.68263 -2.65745 2.63885
75 H -6.60039 -2.05931 3.99942
76 H -7.79385 -0.43886 2.30240
77 H -8.12123 -2.12705 1.98914
78 H -7.45042 -0.62561 0.30234
79 O 0.79466 -7.43356 -3.42842
80 C 1.74470 -7.85348 -2.39728
81 C 1.02542 -8.55598 -1.27198
82 O -0.10168 -7.72509 -0.86678
83 H 1.30425 -7.04220 -4.14169
84 H 2.38636 -8.61129 -2.84683
85 H 2.31132 -7.00840 -2.00628
86 H 1.55224 -8.81196 -0.35273
87 H 0.55419 -9.47206 -1.62810
88 H -0.42220 -7.24006 -1.63073
89 O -0.80802 6.17268 -5.16564
90 C 0.16903 5.90125 -6.14130
91 C -0.62045 5.47477 -7.39160
92 O -1.10874 4.14621 -7.27670
93 H -0.37552 6.58793 -4.41590
94 H 0.74724 6.82111 -6.22861
95 H 0.85919 5.13796 -5.78186
96 H 0.00802 5.62554 -8.26932
97 H -1.59390 5.93759 -7.55379
98 H -1.74095 4.12553 -6.55454
99 O -6.12075 1.97090 -4.62137
100 C -7.01243 3.13086 -4.62934
101 C -8.46854 2.77684 -4.97244
102 O -9.11652 1.99441 -3.98059
103 H -6.07710 1.53708 -3.76610
104 H -7.05254 3.40211 -3.57439
105 H -6.73978 4.05664 -5.13598
106 H -8.67528 2.34159 -5.95015
107 H -9.04872 3.69938 -4.95185
108 H -10.04869 1.94849 -4.20538
109 O 1.08969 1.03725 1.76092
110 C 1.25453 1.36892 0.36141
111 C 0.76646 0.20840 -0.57056
112 O -0.62174 -0.04180 -0.21365
113 H 0.17473 0.99862 2.04894
114 H 0.68339 2.26514 0.11916
115 H 2.30852 1.57007 0.16974
116 H 1.30980 -0.73299 -0.48891
117 H 0.69310 0.49185 -1.62050
118 H -0.90295 -0.91054 -0.50997

The value obtained for the frontier orbital gap is 9.99 eV.


Density functional theory data (the ωB97M-V functional and the def2-TZVPD basis) for a molecular structure, C18H24NO2PdSe4.

Element x y z (Å)
1 Pd -0.43066 -0.55374 -0.83248
2 C -3.21768 1.80782 -0.53553
3 Se -2.76246 0.14449 -1.41636
4 C -3.62081 -1.09661 -0.17075
5 C -3.07937 -1.03342 1.24780
6 Se -1.26007 -1.75496 1.35205
7 C -0.59224 -0.60531 2.76332
8 H -4.30175 1.85179 -0.45470
9 H -2.85585 2.60665 -1.17713
10 H -2.72792 1.87839 0.42796
11 H -3.46869 -2.08115 -0.61485
12 H -4.68960 -0.88273 -0.19682
13 H -3.72128 -1.61287 1.90922
14 H -3.04204 -0.00940 1.61738
15 H -0.57277 0.42464 2.41762
16 H 0.41871 -0.94161 2.98002
17 H -1.21507 -0.73035 3.64471
18 O 1.96530 -5.75131 -2.21392
19 C 2.81983 -4.62579 -2.18089
20 C 1.93724 -3.40117 -1.90272
21 C 1.20845 -3.60025 -0.54619
22 O 1.62865 -2.70629 0.47439
23 C 2.82440 -2.15880 -1.94263
24 Se 1.78872 -0.48204 -1.91989
25 C 0.97634 -3.25698 -3.09595
26 Se 0.03886 -1.53963 -3.05947
27 H 2.46781 -6.53595 -2.45343
28 H 3.34515 -4.50176 -3.13442
29 H 3.57221 -4.71319 -1.38702
30 H 1.35336 -4.63109 -0.22229
31 H 0.13512 -3.45783 -0.67535
32 H 2.40427 -3.07187 0.91253
33 H 3.32721 -2.11117 -2.90970
34 H 3.57853 -2.09527 -1.16132
35 H 0.21886 -4.03861 -3.13383
36 H 1.53616 -3.27452 -4.03066
37 N 0.75673 8.52719 3.09841
38 C 0.62003 7.47920 2.64863
39 C 0.44874 6.16688 2.08603
40 C 1.22789 5.76843 1.00205
41 C 1.06573 4.50532 0.46586
42 C 0.12456 3.62435 1.00305
43 C -0.65061 4.03415 2.09025
44 C -0.49202 5.29639 2.63041
45 C -0.04818 2.31374 0.44246
46 C -0.19543 1.21654 -0.04480
47 H 1.95497 6.45179 0.58566
48 H 1.66821 4.19118 -0.37527
49 H -1.37665 3.35332 2.51555
50 H -1.09087 5.61338 3.47298

Its total charge is +1. The value obtained for the frontier orbital gap is 6.51 eV.